{
  "formula": "C4H4LiO5Tl",
  "method": "ωB97M-V with the def2-TZVPD basis set",
  "e_tot_ev": -19346.5683,
  "de_lowest_kcal_mol": 41.5,
  "orbital_gap_ev": 6.214,
  "largest_force_ev_per_a": 3.59,
  "mol_weight_g_mol": 343.395,
  "e_lumo_ha": -0.03477,
  "species": ["O", "C", "C", "O", "O", "C", "H", "H", "H", "H", "C", "O", "O", "Tl", "Li"],
  "coordinates": [[0.7244, -1.0327, -0.4462], [-0.5754, -1.2993, 0.0928], [0.5659, -0.5660, -1.7866], [-0.2425, -0.7761, 1.8450], [-1.3598, -0.3328, -0.5050], [-0.9104, -0.1468, -1.8454], [0.8119, -1.4036, -2.4538], [1.2489, 0.2628, -2.0086], [-1.4914, -0.7680, -2.5426], [-1.0359, 0.9127, -2.0983], [-0.1330, 0.4321, 2.3496], [0.7445, 1.2357, 1.8481], [-0.8153, 0.7927, 3.3410], [2.1907, 0.1544, 0.8354], [0.2773, 2.5347, 3.3746]],
  "forces_ev_per_a": [[-0.45, -0.37, -1.05], [-0.74, -0.67, 0.01], [0.07, -0.19, -0.53], [0.54, 1.60, 0.58], [0.09, -0.20, 0.12], [0.20, 0.44, 0.01], [-0.17, 0.29, 0.04], [-0.05, -0.12, 0.20], [0.12, 0.14, 0.28], [-0.01, -0.28, -0.03], [-2.16, -2.70, 0.64], [-0.90, 3.20, 0.97], [0.61, 1.15, 0.03], [3.34, -1.08, -0.79], [-0.49, -1.22, -0.46]]
}

{
  "formula": "C5H19N2O2",
  "method": "ωB97M-V with the def2-TZVPD basis set",
  "charge": 1,
  "e_tot_ev": -12560.8392,
  "de_lowest_kcal_mol": 40.7,
  "orbital_gap_ev": 8.732,
  "largest_force_ev_per_a": 3.42,
  "mol_weight_g_mol": 139.219,
  "e_lumo_ha": -0.12683,
  "species": ["N", "C", "C", "N", "C", "C", "C", "H", "H", "H", "H", "H", "H", "H", "H", "H", "H", "H", "H", "H", "H", "H", "H", "H", "O", "H", "H", "O"],
  "coordinates": [[0.0562, -2.3084, -0.1564], [-0.7996, -1.4428, -1.1546], [-0.7190, -0.0138, -0.6118], [0.6126, 0.4601, -0.8894], [1.1508, 1.3607, 0.1276], [2.3099, 0.7479, 0.9424], [0.9144, 0.8341, -2.2541], [1.0361, -2.1402, -0.3704], [-0.0923, -1.9559, 0.7893], [-0.1284, -3.3026, -0.2794], [-0.2654, -1.6725, -2.0685], [-1.7469, -1.9710, -1.1900], [-1.0805, 0.0278, 0.4041], [-1.4790, 0.4347, -1.2721], [0.3728, 1.7225, 0.7926], [1.5498, 2.2613, -0.3459], [2.2523, 1.0924, 1.9684], [2.3266, -0.3440, 0.8207], [3.2500, 0.9194, 0.4128], [0.7285, 0.0371, -2.9724], [1.9928, 0.9946, -2.3161], [0.4014, 1.7407, -2.5985], [-3.3019, 1.1280, 1.7140], [-2.7483, 2.2582, 0.8247], [-2.8267, 1.3015, 0.8896], [-1.6267, -1.3582, 2.5102], [-0.6324, -0.2435, 3.2531], [-1.5070, -0.5684, 3.0302]],
  "forces_ev_per_a": [[-0.15, 0.43, -0.69], [1.09, -1.60, 1.55], [-0.67, -1.05, -3.19], [0.22, -0.17, 1.09], [0.74, 0.25, 0.00], [-0.20, -0.57, -1.32], [0.41, 0.14, -0.18], [0.21, 0.19, 0.01], [-0.09, -0.45, 0.08], [-0.06, 0.00, 0.42], [-0.21, 0.69, -0.45], [-0.40, 0.50, 0.12], [0.22, 0.30, 0.31], [-0.06, 0.78, 0.51], [-0.30, -0.15, 0.10], [-0.19, 0.01, -0.13], [0.60, -0.15, 0.10], [-0.67, -0.05, 0.75], [0.17, 0.78, 0.57], [-0.29, -0.11, 0.08], [-0.09, 0.19, -0.02], [-0.07, -0.02, 0.07], [0.16, 0.14, -0.13], [-0.15, 0.03, 0.07], [-0.16, -0.04, 0.16], [0.81, -0.25, 0.15], [0.25, -0.79, -0.39], [-1.11, 0.96, 0.34]]
}

{
  "formula": "C38H50F5LuO3Se3",
  "method": "ωB97M-V with the def2-TZVPD basis set",
  "e_tot_ev": -289606.4817,
  "de_lowest_kcal_mol": 43.6,
  "orbital_gap_ev": 6.575,
  "largest_force_ev_per_a": 5.20,
  "mol_weight_g_mol": 1061.652,
  "e_lumo_ha": -0.02887,
  "species": ["Lu", "C", "C", "C", "C", "C", "C", "C", "Se", "C", "C", "C", "C", "C", "C", "O", "C", "C", "C", "C", "C", "C", "C", "C", "C", "O", "C", "C", "C", "C", "C", "C", "H", "H", "H", "H", "H", "H", "H", "H", "H", "H", "H", "H", "H", "H", "H", "H", "H", "H", "H", "H", "H", "H", "H", "H", "H", "H", "H", "H", "H", "H", "H", "H", "H", "H", "H", "H", "H", "H", "H", "H", "C", "Se", "C", "C", "Se", "C", "H", "H", "H", "H", "H", "H", "H", "H", "H", "H", "F", "C", "C", "F", "C", "F", "C", "O", "C", "F", "C", "F"],
  "coordinates": [[-5.2477, -19.3595, -0.7618], [-4.1516, -18.3697, -7.6164], [-5.6686, -18.7028, -7.5665], [-6.0644, -19.9746, -8.3326], [-6.3043, -17.5424, -8.4287], [-6.0840, -18.6917, -6.0796], [-5.6053, -19.7624, -5.3483], [-5.8413, -19.8300, -4.0005], [-5.0299, -21.2795, -3.0129], [-3.1566, -20.8675, -3.2819], [-2.3127, -21.6080, -4.1118], [-0.9589, -21.5028, -4.1826], [-0.3894, -20.4553, -3.3718], [-1.1473, -19.5344, -2.6907], [-2.5686, -19.7602, -2.5709], [-3.4022, -18.9712, -1.8540], [-0.4599, -18.4330, -1.8757], [0.9979, -18.3816, -1.9383], [-0.9355, -17.0775, -2.3906], [-0.7970, -18.4791, -0.3601], [-0.1122, -22.3858, -5.0839], [-0.8858, -22.7993, -6.3140], [1.2405, -21.8321, -5.4757], [0.1522, -23.6399, -4.1808], [-6.5578, -18.8042, -3.3083], [-6.9196, -19.0179, -2.0714], [-7.1168, -17.7063, -4.0479], [-6.9116, -17.7916, -5.4542], [-8.0363, -16.5437, -3.5598], [-7.3349, -15.2590, -4.0488], [-8.2474, -16.5397, -2.0346], [-9.4374, -16.6635, -4.3233], [-3.9460, -18.3768, -8.7331], [-3.4942, -19.0876, -7.1146], [-3.8523, -17.3026, -7.2347], [-5.6442, -19.8069, -9.4168], [-7.1170, -19.9826, -8.4428], [-5.8112, -20.9472, -7.9401], [-6.3464, -17.7205, -9.5286], [-5.7190, -16.6244, -8.1350], [-7.3091, -17.4014, -8.0442], [-4.8883, -20.5261, -5.7745], [-2.7525, -22.3894, -4.6998], [0.7079, -20.4484, -3.2127], [1.5646, -18.3453, -2.9258], [1.4447, -19.2108, -1.3817], [1.3681, -17.4834, -1.4307], [-0.7709, -17.0083, -3.4742], [-0.3350, -16.3362, -1.8741], [-1.9647, -16.8838, -2.2655], [-0.1149, -19.2748, -0.0288], [-1.7863, -18.8558, -0.2773], [-0.7067, -17.5021, 0.0551], [-1.1295, -21.9406, -6.9524], [-1.7553, -23.3787, -6.0616], [-0.2337, -23.4012, -6.9590], [1.0945, -21.2216, -6.3536], [1.8532, -22.7354, -5.7914], [1.7876, -21.1711, -4.7015], [-0.8263, -24.0305, -3.8563], [0.8175, -23.3251, -3.3470], [0.6437, -24.4654, -4.7305], [-7.4831, -17.0248, -6.1051], [-6.4059, -14.9710, -3.5613], [-8.0763, -14.4930, -3.8658], [-7.0743, -15.3035, -5.1438], [-7.3882, -16.3905, -1.4308], [-8.6625, -17.4891, -1.7075], [-8.9688, -15.7673, -1.7639], [-9.4547, -16.0986, -5.2910], [-10.2542, -16.2130, -3.7101], [-9.7017, -17.6824, -4.5480], [-3.3166, -22.8433, -0.1047], [-3.7261, -21.2143, 0.9772], [-5.3367, -22.4459, 1.9521], [-6.4698, -21.6573, 2.2957], [-7.3958, -20.8951, 0.5957], [-8.7962, -19.5069, 0.8785], [-2.7582, -23.4048, 0.6114], [-2.6610, -22.6855, -0.9522], [-4.2526, -23.3541, -0.3939], [-4.6459, -22.7142, 2.7875], [-5.4241, -23.2178, 1.2383], [-6.3058, -20.7590, 2.9734], [-7.4005, -22.2719, 2.6207], [-9.6522, -19.7555, 0.1739], [-8.3341, -18.5111, 0.8057], [-9.2127, -19.5807, 1.8490], [-3.6541, -12.5843, 0.4863], [-4.1794, -13.7851, 0.4193], [-4.9101, -14.2737, 1.4594], [-5.1141, -13.5927, 2.5634], [-5.4589, -15.5449, 1.4171], [-6.0611, -15.9956, 2.5709], [-5.2440, -16.3518, 0.2821], [-5.4713, -17.6710, 0.3874], [-4.5974, -15.7652, -0.8462], [-4.6008, -16.3887, -2.0484], [-3.9833, -14.5370, -0.7599], [-3.1684, -14.0197, -1.7227]],
  "forces_ev_per_a": [[0.23, 0.34, -1.37], [0.61, 0.89, -1.22], [0.11, 1.47, -0.38], [1.59, 0.89, -1.88], [0.45, 0.44, 1.52], [-0.18, -1.00, -1.49], [1.62, -0.80, 0.13], [0.01, 0.82, 0.37], [0.41, 0.07, -0.18], [1.47, 1.45, 0.70], [-1.33, -0.99, -0.14], [1.32, 2.62, 0.72], [0.43, -1.45, -0.76], [-0.60, -0.42, 1.43], [-1.56, -0.04, -0.35], [0.51, -0.89, 0.20], [-2.22, 1.07, -0.19], [3.53, -0.32, -0.82], [0.76, -0.02, -1.04], [0.57, -1.91, -1.68], [-0.12, -1.05, 1.86], [0.91, 0.15, -0.97], [1.23, 0.12, 0.23], [0.03, -0.12, -0.46], [-1.42, 0.13, -1.60], [0.90, -0.19, 2.09], [0.27, -1.39, -1.25], [-1.11, 2.16, -0.04], [0.79, -1.05, -0.78], [-0.40, 0.14, -0.73], [-1.34, -0.15, -0.67], [0.27, 1.33, 0.42], [0.37, 0.03, 1.22], [-0.18, -0.01, -0.09], [-0.93, -1.98, -0.51], [-0.61, -0.83, 1.95], [-1.27, 0.07, -0.09], [0.59, -0.15, 0.22], [0.35, 0.10, 0.95], [-0.79, -0.62, -0.82], [-0.38, 0.14, -0.41], [-1.08, 0.94, 0.21], [-0.48, -0.26, -0.18], [-0.87, 0.30, -0.44], [-1.24, -0.13, 0.75], [0.10, -0.14, -0.11], [-0.22, -0.08, 0.12], [0.25, 0.13, 0.16], [-0.12, 0.46, -0.10], [-1.27, 0.07, 0.47], [-0.15, 0.59, 0.95], [-0.97, 0.00, 0.44], [0.38, 0.46, 0.70], [-0.33, -0.02, 0.37], [-0.41, -0.19, -0.13], [-0.11, -0.24, 0.21], [0.22, 0.41, -0.37], [-0.31, 1.30, 0.46], [-0.84, -1.46, -1.15], [0.49, 0.13, 0.35], [-0.66, -0.40, -0.27], [-0.02, 0.44, 0.09], [1.22, -1.30, 1.16], [-0.01, -0.36, 0.44], [0.03, 0.75, -0.21], [-0.58, 0.10, 1.10], [1.13, 0.22, 0.19], [-0.15, -0.07, -0.09], [-0.03, 0.20, -0.09], [0.28, -0.45, 0.76], [0.60, -0.31, -0.30], [-0.03, -0.47, 0.08], [-0.35, 0.33, 0.17], [-1.54, -1.61, 0.01], [4.36, 1.30, 0.13], [-4.59, 2.24, 1.00], [0.51, -0.33, -0.43], [-0.09, -0.19, -0.62], [0.19, -0.78, 0.33], [-0.14, 0.52, -0.21], [0.60, 0.42, 0.02], [-1.11, -0.11, -0.43], [-0.41, -0.79, -0.59], [-0.06, -1.47, -0.68], [1.94, 0.80, 0.08], [1.50, 0.51, 0.52], [-0.32, -0.46, -0.49], [-0.27, -0.29, 1.14], [0.52, 1.15, 0.17], [0.38, -0.64, -1.29], [-0.74, -0.99, 0.07], [0.15, 1.03, 0.73], [0.25, -0.49, -0.29], [0.61, 0.10, -1.52], [0.15, -0.77, 1.15], [-0.24, 1.03, -0.54], [-0.30, -0.01, -0.26], [0.19, -0.28, 0.81], [0.20, 0.73, 0.65], [-1.13, -0.60, 0.67]]
}

{
  "formula": "C3H13O3S",
  "method": "ωB97M-V with the def2-TZVPD basis set",
  "e_tot_ev": -20298.2266,
  "s2": 0.7528,
  "de_lowest_kcal_mol": 4.1,
  "orbital_gap_ev": [10.643, 7.065],
  "largest_force_ev_per_a": 1.37,
  "spin_multiplicity": 2,
  "mol_weight_g_mol": 129.201,
  "e_lumo_ha": [0.01889, -0.09817],
  "species": ["C", "C", "C", "S", "H", "H", "H", "H", "H", "H", "H", "H", "H", "O", "H", "H", "O", "H", "H", "O"],
  "coordinates": [[-0.3855, 1.3694, 0.5745], [-1.3611, 0.4686, 1.3031], [-1.4894, -1.0134, 0.9660], [0.0956, -1.8939, 1.2461], [-0.7069, 1.6923, -0.4164], [-0.0769, 2.2222, 1.1832], [0.5746, 0.8922, 0.3502], [-2.3469, 0.9225, 1.3326], [-0.9837, 0.4671, 2.3363], [-2.2917, -1.4760, 1.5332], [-1.6392, -1.2592, -0.0880], [-0.2528, 0.6544, -3.1416], [-1.7873, 0.7242, -3.3567], [-0.9472, 1.0915, -3.6585], [2.2061, -1.1826, 0.9819], [3.6459, -1.1769, 1.5258], [2.9912, -0.6194, 1.0839], [2.1674, -0.1345, -1.3221], [1.2259, -1.1519, -0.8234], [1.3619, -0.5964, -1.6101]],
  "forces_ev_per_a": [[0.99, -0.22, -0.93], [0.56, 0.17, 1.03], [0.98, -0.27, -0.52], [-0.88, -0.20, 0.28], [-0.35, 0.21, 0.14], [-0.53, 0.11, -0.07], [-0.20, -0.34, 0.26], [-0.23, -0.02, -0.03], [-0.46, 0.05, 0.06], [0.10, -0.07, 0.14], [-0.28, 0.36, -0.20], [-0.25, -0.02, -0.04], [0.30, 0.00, 0.00], [0.03, -0.06, 0.14], [0.25, 0.26, 0.19], [-0.12, 0.16, -0.14], [0.14, -0.23, -0.01], [-0.17, 0.05, -0.40], [-0.39, 0.04, -0.42], [0.50, 0.00, 0.53]]
}